The following is a DFT calculation (ωB97M-V/def2-TZVPD) of a 2-piece molecular cluster, C4H6O2 overall in a non-equilibrium geometry.

Last column: natural (NBO) charge in e.
CARTESIAN COORDINATES (ANGSTROEM)
O: -0.03 1.49 -0.41  -0.537
O: -1.35 -0.34 -2.09  -0.476
C: -1.50 -0.24 -0.94  0.721
C: -1.92 -0.51 0.27  -0.802
C: 1.57 -0.05 0.71  -0.729
C: 0.92 0.74 -0.38  0.477
H: 0.89 0.05 1.54  0.232
H: 1.56 0.65 -1.25  0.097
H: -1.70 0.25 0.98  0.256
H: 2.61 0.29 0.88  0.248
H: 1.71 -1.09 0.37  0.248
H: -2.74 -1.24 0.33  0.266

Computed properties:
E in eV: -8338.026
E_LUMO in eV: 0.76
Relative energy (zero: lowest compared OMol25 entry of this formula, charge and spin) in kcal/mol: 56.2
2S+1: 1
Structure (SMILES): C=C=O.CC=O
Highest occupied orbital energy in hartree: -0.331